The following is a quantum chemistry calculation of a cluster of 2 separate species, C5H12O in total at a distorted geometry, from OMol25.

```
18
Properties=species:S:1:pos:R:3:lowdin_charge:R:1
C 1.71 0.42 -1.89 -0.11
C 0.29 0.67 -1.45 -0.27
C -0.17 -0.15 -0.27 -0.14
C -1.35 -0.75 -0.30 -0.17
C -2.06 -1.38 0.87 -0.11
H 2.32 1.27 -2.10 0.05
H 1.79 -0.33 -2.69 0.07
H 2.27 -0.13 -1.12 0.07
H -0.47 0.60 -2.24 0.10
H 0.10 1.72 -1.25 0.10
H 0.39 -0.12 0.65 0.08
H -1.96 -0.69 -1.19 0.10
H -2.94 -1.96 0.59 0.06
H -2.36 -0.63 1.60 0.07
H -1.40 -2.10 1.38 0.08
H 1.22 1.14 1.58 0.01
H 0.75 1.61 2.96 0.04
O 1.15 0.87 2.49 -0.05
```

Computed properties:
**Multiplicity**: 1
**SMILES**: C/C=C/CC.O
**M**: 88.15 u
**ΔE to the lowest compared entry with this formula, charge and spin**: 1.260 eV
**Orbital gap**: 10.1 eV
**Energy**: -272.9023 a.u.
**LUMO energy**: 0.92 eV

***

The following is a quantum chemistry calculation of an isolated molecule of C6H7N, from OMol25.

```
14
Properties=species:S:1:pos:R:3:lowdin_charge:R:1
N -0.19 1.88 -2.01 0.05
C -0.01 1.13 -1.07 -0.52
C -0.30 0.95 0.45 -0.22
C 0.93 0.05 0.68 -0.02
C 0.64 -0.36 -1.06 -0.01
C -0.12 -1.14 -0.19 -0.09
C -1.21 -0.29 0.47 -0.11
H -0.52 1.81 1.09 0.14
H 1.95 0.40 0.45 0.14
H 0.96 -0.55 1.60 0.13
H 1.43 -0.79 -1.69 0.13
H 0.00 -2.21 -0.05 0.14
H -2.13 -0.22 -0.13 0.13
H -1.44 -0.66 1.47 0.12
```

Computed properties:
**Multiplicity**: 1
**M**: 93.13 u
**ΔE to the lowest compared entry with this formula, charge and spin**: 6.191 eV
**Orbital gap**: 6.8 eV
**Energy**: -287.3597 a.u.
**LUMO energy**: 0.40 eV

***

The following is a quantum chemistry calculation of a structure of composition C19H31Cl2NO2PdSi at a distorted geometry, from OMol25.

```
57
Properties=species:S:1:pos:R:3:lowdin_charge:R:1
C 0.36 -1.04 -1.71 -0.26
C 1.22 0.09 -2.03 -0.18
C 0.39 1.23 -2.18 -0.17
C 2.66 0.02 -2.28 -0.09
C -0.98 0.81 -2.11 -0.19
C -1.01 -0.59 -1.85 -0.21
C -2.20 -1.45 -1.86 -0.05
C 0.76 -2.46 -1.74 -0.09
C 0.86 2.61 -2.46 -0.03
C -2.17 1.68 -2.28 -0.05
Pd 0.09 -0.33 0.69 0.74
Cl 4.43 1.91 -0.27 -0.45
Cl 2.14 -1.40 1.00 0.00
O -1.73 0.53 0.63 -0.42
H 3.06 -0.96 -2.00 0.07
H 3.20 0.76 -1.65 -0.08
H 2.90 0.24 -3.34 0.09
H 1.82 2.80 -1.96 0.07
H 0.12 3.35 -2.09 0.07
H 0.98 2.76 -3.54 0.09
H -2.01 2.68 -1.85 0.08
H -3.04 1.21 -1.80 0.07
H -2.38 1.80 -3.36 0.08
H -3.05 -0.96 -1.37 0.08
H -2.00 -2.39 -1.32 0.07
H -2.48 -1.69 -2.90 0.09
H 1.74 -2.57 -1.27 0.02
H 0.80 -2.82 -2.77 0.09
H 0.05 -3.04 -1.16 0.07
H -1.46 1.46 0.77 -0.04
O -0.96 -2.02 0.89 -0.45
H -1.85 -1.62 0.89 -0.04
C 2.92 1.46 2.60 -0.28
Si 1.46 0.99 3.63 0.34
C 1.92 -0.36 4.85 -0.19
C 0.84 2.51 4.53 -0.20
N 0.07 0.34 2.74 -0.17
C -1.09 -0.02 3.35 -0.41
C -1.32 -1.39 3.70 -0.05
C -2.32 -1.73 4.60 -0.13
C -3.20 -0.74 5.06 -0.16
C -3.13 0.57 4.56 -0.14
C -2.12 0.92 3.68 -0.07
H 3.58 2.12 3.18 0.02
H 2.69 1.98 1.67 -0.04
H 3.50 0.58 2.31 -0.03
H 2.74 -0.02 5.49 0.01
H 1.06 -0.64 5.48 0.02
H 2.24 -1.25 4.30 0.02
H 0.53 3.29 3.82 0.02
H -0.02 2.30 5.19 0.01
H 1.64 2.94 5.15 0.01
H -0.66 -2.13 3.23 0.10
H -2.40 -2.78 4.91 0.09
H -3.96 -1.01 5.79 0.07
H -3.87 1.31 4.84 0.08
H -2.05 1.90 3.20 0.10
```

Computed properties:
**Multiplicity**: 5
**M**: 510.87 u
**ΔE to the lowest compared entry with this formula, charge and spin**: 0.000 eV
**Orbital gap (spin up / spin down)**: 5.1 / 3.7 eV
**Energy**: -2285.4967 a.u.
**LUMO energy (spin up / spin down)**: 4.79 / 2.56 eV
**Expectation value of S²**: 6.02
**Charge**: -2

***

The following is a quantum chemistry calculation of an isolated molecule of C6H11NO at a distorted geometry, from OMol25.

```
19
Properties=species:S:1:pos:R:3:lowdin_charge:R:1
O -2.55 -0.01 -0.64 0.06
C -2.01 -0.69 0.19 -0.23
C -1.20 -0.07 1.33 -0.34
C 0.29 0.31 1.01 -0.15
C 0.47 0.55 -0.46 -0.14
C 1.58 0.26 -1.13 -0.16
C 1.91 0.52 -2.58 -0.11
N -1.33 -0.98 2.48 0.04
H -2.14 -1.77 0.22 0.12
H -1.65 0.90 1.56 0.14
H 0.98 -0.45 1.40 0.11
H 0.66 1.19 1.56 0.11
H -0.37 1.08 -0.89 0.11
H 2.39 -0.32 -0.70 0.10
H 2.06 -0.30 -3.27 0.06
H 1.14 1.22 -2.92 0.07
H 2.87 1.03 -2.65 0.07
H -1.64 -0.54 3.31 0.07
H -1.46 -1.93 2.18 0.06
```

Computed properties:
**Multiplicity**: 1
**SMILES**: C/C=C/C[C@H](N)C=O
**M**: 113.16 u
**ΔE to the lowest compared entry with this formula, charge and spin**: 2.218 eV
**Orbital gap**: 9.9 eV
**Energy**: -365.1500 a.u.
**LUMO energy**: 0.93 eV

***

Question: What is the energy in the second record?
Answer: -287.3597 a.u.